Entry 1:
9
Properties=species:S:1:pos:R:3 method="wB97M-V/def2-TZVPD" energy_ha=-229.869461 multiplicity=1 gap_ev=10.096 e_homo_ev=-9.1 lumo_ev=0.980
C -1.229 0.288 -0.053
C 0.045 -0.388 -0.433
O 0.578 -1.336 0.398
C 1.059 0.059 -1.347
C 1.595 -0.364 -0.150
H -1.446 1.110 -0.737
H -1.162 0.657 0.976
H -2.043 -0.443 -0.092
H 2.280 0.026 0.601

Entry 2:
168
Properties=species:S:1:pos:R:3 method="wB97M-V/def2-TZVPD" energy_ha=-2959.088903 multiplicity=1 gap_ev=11.169 e_homo_ev=-11.3 lumo_ev=-0.129
C 2.116 -1.418 5.066
C 2.798 -1.836 6.373
C 3.857 -0.866 6.852
C 4.972 -0.694 5.941
N 5.859 -0.551 5.231
H 1.658 -0.430 5.175
H 1.323 -2.113 4.793
H 2.825 -1.319 4.240
H 3.229 -2.842 6.265
H 2.050 -1.989 7.157
H 4.247 -1.184 7.824
H 3.402 0.112 7.056
C 4.225 -1.555 0.949
C 3.509 -2.300 -0.147
C 4.381 -2.744 -1.313
C 5.254 -1.682 -1.815
N 5.908 -0.832 -2.172
H 3.457 -1.235 1.663
H 4.708 -0.662 0.564
H 4.921 -2.196 1.486
H 2.711 -1.655 -0.528
H 2.976 -3.174 0.233
H 3.775 -3.111 -2.146
H 5.005 -3.589 -1.005
C -3.425 -1.959 1.413
C -3.820 -2.281 -0.016
C -5.079 -3.139 -0.117
C -6.249 -2.547 0.521
N -7.169 -2.072 1.032
H -4.092 -1.245 1.896
H -2.397 -1.597 1.467
H -3.444 -2.873 2.018
H -3.020 -2.871 -0.476
H -3.903 -1.388 -0.643
H -4.893 -4.104 0.366
H -5.329 -3.371 -1.155
C -4.182 4.108 -3.248
C -3.405 5.033 -2.323
C -3.427 4.570 -0.865
C -4.774 4.563 -0.317
N -5.847 4.558 0.090
H -3.675 3.144 -3.292
H -4.223 4.524 -4.253
H -5.199 3.971 -2.882
H -3.747 6.067 -2.405
H -2.357 5.065 -2.647
H -2.842 5.250 -0.242
H -2.952 3.595 -0.755
C -2.168 -1.867 4.810
C -2.262 -2.825 5.981
C -2.356 -4.290 5.551
C -2.470 -5.208 6.674
N -2.582 -5.932 7.558
H -1.783 -0.905 5.149
H -3.118 -1.637 4.324
H -1.497 -2.234 4.028
H -3.157 -2.593 6.569
H -1.435 -2.649 6.675
H -1.522 -4.599 4.914
H -3.261 -4.408 4.942
C -0.675 0.796 -6.595
C 0.341 1.788 -6.047
C 1.053 2.532 -7.156
C 0.085 3.110 -8.098
N -0.671 3.550 -8.826
H -1.055 0.095 -5.847
H -0.316 0.266 -7.478
H -1.586 1.324 -6.902
H 1.088 1.285 -5.433
H -0.175 2.549 -5.466
H 1.674 1.856 -7.751
H 1.639 3.346 -6.735
C 0.274 -4.143 2.242
C 1.651 -4.718 2.450
C 1.777 -5.480 3.745
C 0.804 -6.563 3.874
N 0.020 -7.400 3.949
H 0.044 -3.360 2.961
H -0.464 -4.948 2.273
H 0.217 -3.701 1.242
H 2.388 -3.907 2.461
H 1.946 -5.333 1.596
H 1.643 -4.830 4.619
H 2.776 -5.910 3.874
C 3.665 2.573 4.284
C 2.822 1.757 3.317
C 2.392 2.490 2.046
C 3.555 2.828 1.213
N 4.480 3.107 0.617
H 4.489 3.057 3.760
H 4.065 1.921 5.059
H 3.063 3.325 4.801
H 1.901 1.402 3.789
H 3.362 0.841 3.058
H 1.844 3.392 2.308
H 1.742 1.863 1.432
C -3.401 2.369 2.513
C -4.152 3.360 3.337
C -3.731 3.316 4.791
C -3.826 1.973 5.365
N -3.883 0.918 5.790
H -3.537 2.507 1.439
H -3.810 1.365 2.680
H -2.337 2.347 2.750
H -5.227 3.186 3.267
H -4.023 4.388 2.985
H -4.337 3.992 5.403
H -2.714 3.704 4.912
C 3.893 2.115 -4.962
C 4.545 3.041 -3.953
C 4.720 2.406 -2.589
C 3.533 1.790 -2.049
N 2.574 1.260 -1.663
H 3.929 2.529 -5.973
H 2.830 1.968 -4.735
H 4.376 1.135 -4.976
H 4.019 3.999 -3.879
H 5.539 3.330 -4.307
H 5.168 3.063 -1.846
H 5.438 1.582 -2.708
C -2.128 -3.484 -4.357
C -2.019 -4.084 -5.766
C -1.407 -5.454 -5.665
C -1.209 -6.114 -6.946
N -1.054 -6.650 -7.929
H -2.549 -2.484 -4.387
H -1.130 -3.458 -3.912
H -2.737 -4.137 -3.725
H -1.339 -3.410 -6.300
H -2.977 -4.101 -6.276
H -2.089 -6.077 -5.076
H -0.439 -5.413 -5.167
C -0.986 0.580 -2.165
C -1.045 0.447 -0.648
C 0.023 -0.494 -0.098
C 0.162 -0.465 1.358
N 0.278 -0.506 2.497
H -0.055 0.997 -2.561
H -1.786 1.261 -2.467
H -1.157 -0.364 -2.698
H -2.042 0.060 -0.417
H -0.990 1.447 -0.209
H 0.990 -0.333 -0.576
H -0.256 -1.524 -0.373
C 2.415 -1.223 -4.215
C 2.560 -1.287 -5.713
C 1.445 -2.089 -6.375
C 1.626 -3.533 -6.274
N 1.805 -4.669 -6.211
H 1.480 -0.743 -3.901
H 3.210 -0.632 -3.762
H 2.420 -2.224 -3.772
H 3.532 -1.727 -5.943
H 2.553 -0.279 -6.133
H 1.380 -1.878 -7.448
H 0.494 -1.769 -5.946
C -2.080 7.445 1.899
C -1.839 6.744 3.219
C -0.607 5.842 3.230
C -0.541 4.881 2.126
N -0.483 4.108 1.276
H -2.258 6.740 1.085
H -1.146 7.948 1.608
H -2.879 8.172 1.950
H -2.748 6.241 3.564
H -1.684 7.522 3.974
H -0.543 5.305 4.176
H 0.285 6.472 3.139

Entry 3:
18
Properties=species:S:1:pos:R:3 method="wB97M-V/def2-TZVPD" energy_ha=-272.798614 multiplicity=1 gap_ev=8.923 smiles=CCC(O)CC e_homo_ev=-7.8 lumo_ev=1.089
C 2.037 -1.071 -1.233
C 0.756 -0.222 -1.284
C -0.234 -0.450 -0.122
O 0.427 -0.399 1.208
C -0.903 1.073 0.748
C -2.246 0.737 1.289
H 2.744 -0.784 -2.024
H 2.557 -0.961 -0.277
H 1.806 -2.132 -1.356
H 1.044 0.833 -1.288
H 0.276 -0.404 -2.255
H -0.547 -1.544 -0.207
H 1.264 0.061 1.122
H -0.351 1.648 1.567
H -0.861 1.666 -0.130
H -2.743 1.596 1.750
H -2.834 0.347 0.469
H -2.158 -0.039 2.052

Short version: energy above the lowest of the compared OMol25 structures with the same formula, charge and spin = 99.5; 31.4; 94.2 kcal/mol, in the order given.